# F12N6Na2O24S12

F12N6Na2O24S12 as an isolated structure (ωB97M-V/def2-TZVPD, the Open Molecules 2025 dataset).

As for the spin multiplicity: 2. As for the total charge: -3. The calculation puts the highest occupied orbital energy (spin up / spin down) at -2.4 / -2.4 eV. Its largest force on an atom is 15.01 eV/A.

Each line ends with the Mulliken charge.
Geometry (Å):
Na (-3.06, 0.88, -18.06)  1.110
Na (-4.42, -1.64, -17.73)  1.451
N (-6.58, -5.59, -20.75)  -0.166
S (-6.90, -4.11, -19.98)  1.000
O (-7.78, -3.12, -20.60)  -0.438
O (-5.83, -3.72, -19.05)  0.075
F (-7.88, -4.92, -18.95)  -0.296
S (-5.83, -4.93, -21.93)  1.109
O (-4.43, -4.43, -21.73)  -0.324
O (-6.66, -4.39, -22.99)  -0.510
F (-5.58, -6.31, -22.65)  -0.316
N (-9.21, -0.89, -17.41)  -0.453
S (-9.50, -2.17, -16.37)  0.978
O (-9.82, -1.84, -14.94)  -0.591
O (-8.72, -3.38, -16.68)  -0.382
F (-10.99, -2.59, -16.93)  -0.354
S (-7.94, -0.48, -16.75)  0.883
O (-6.78, -1.14, -17.38)  -0.113
O (-7.79, 0.11, -15.42)  -0.583
F (-7.98, 0.89, -17.61)  -0.433
N (-3.54, -0.02, -15.93)  -0.113
S (-2.32, -0.79, -14.91)  0.811
O (-2.84, -1.84, -13.98)  -0.488
O (-1.21, 0.12, -14.51)  -0.568
F (-1.78, -1.73, -16.11)  -0.180
S (-4.07, 0.55, -14.59)  0.721
O (-3.42, 1.75, -14.03)  -0.674
O (-4.94, -0.26, -13.73)  -0.456
F (-5.17, 1.31, -15.44)  -0.318
N (-1.61, -4.90, -19.84)  -0.239
S (-2.45, -4.81, -18.40)  0.827
O (-3.07, -3.51, -18.18)  0.004
O (-2.05, -5.60, -17.24)  -0.538
F (-3.70, -5.70, -18.84)  -0.351
S (-0.41, -4.27, -19.20)  0.935
O (0.40, -5.02, -18.18)  -0.638
O (-0.45, -2.81, -19.19)  -0.596
F (0.50, -4.65, -20.45)  -0.332
N (-5.44, -5.00, -14.12)  -0.689
S (-5.60, -4.79, -15.61)  1.073
O (-4.87, -3.65, -16.20)  -0.212
O (-6.77, -5.34, -16.27)  -0.575
F (-4.58, -5.95, -16.04)  -0.399
S (-6.73, -3.93, -13.94)  1.022
O (-8.04, -4.57, -13.89)  -0.645
O (-6.66, -2.57, -14.46)  -0.342
F (-6.37, -3.67, -12.42)  -0.315
N (-4.49, -0.12, -19.57)  -0.078
S (-5.51, 0.74, -20.22)  0.786
O (-6.85, 0.15, -20.38)  -0.491
O (-5.13, 1.94, -21.01)  -0.690
F (-5.89, 1.57, -18.87)  -0.341
S (-4.21, -0.82, -21.08)  0.689
O (-3.39, -0.13, -22.06)  -0.581
O (-5.13, -1.90, -21.53)  -0.494
F (-3.22, -1.88, -20.38)  -0.175